# C5H9NOS

C5H9NOS as an isolated structure (ωB97M-V with the def2-TZVPD basis set, the Open Molecules 2025 dataset).

Summary:
Kohn-Sham gap = 0.29910 Ha
Maximum force = 6.502 eV Å⁻¹
HOMO = -8.11 eV

Atoms and positions in Å:
1 C 0.21247 1.85631 0.51970
2 C -1.10268 -0.35824 -0.29134
3 C -2.40099 -0.99424 -0.39266
4 C -0.08576 -0.99120 0.22242
5 C 1.32275 -0.62362 0.38961
6 H -0.22720 1.53193 1.70977
7 H 1.22144 1.08903 0.47425
8 H 0.19590 2.99692 0.37707
9 H -2.50234 -1.22499 -1.52841
10 H -3.17256 -0.16584 0.03382
11 H -2.50835 -1.92794 0.04425
12 H -0.38236 -1.93271 0.60701
13 H 1.85473 -0.81167 1.42864
14 H 3.54603 0.28874 -1.79697
15 N 1.96698 -0.13374 -0.65073
16 O 3.23576 0.10263 -0.56109
17 S -1.17382 1.29863 -0.58534